Below is a 3-piece molecular cluster, CH8N2O2 overall, with properties calculated with ωB97M-V/def2-TZVPD.

Values from the calculation:
* charge: 0
* F_max: 0.0273 Eh/bohr
* M: 80.09 g/mol
* SMILES: [H]/N=C/N.O.O
* relative energy (zero: lowest compared OMol25 entry of this formula, charge and spin): 86.1 kJ/mol

Each line ends with the natural charge from an NBO analysis.
Cartesian coordinates (Å):
H -2.4253 2.9671 -1.8030  0.34
N -2.4070 1.9660 -1.6277  -0.69
C -1.7475 1.7727 -0.5740  0.28
N -1.7273 0.5881 0.1725  -0.81
H -1.1435 2.5417 -0.0742  0.13
H -1.6123 -0.2075 -0.4434  0.38
H -0.9496 0.6325 0.8208  0.37
O 1.4217 -1.0570 4.9714  -0.94
H 1.6854 -1.5470 4.1869  0.47
H 0.9673 -1.7090 5.5136  0.47
O 2.5972 -1.9880 -3.3847  -0.96
H 1.9023 -2.2260 -3.9951  0.48
H 3.4386 -1.7337 -3.7630  0.48